# 1
Molecular formula: CH2O2S2
Method: DFT, ωB97M-V/def2-TZVPD

Calculated values
**Gap between HOMO and LUMO**: 10.284 eV
**2S+1**: 1
**Relative energy (zero: lowest compared OMol25 entry of this formula, charge and spin)**: 3.7745 eV
**SMILES**: SC1(S)OO1
**DFT total energy**: -985.99457 hartree
**LUMO level**: 0.54 eV
**Net charge**: 0

Each line ends with the Mulliken charge.
Atoms and positions in Å:
S: 1.052012 1.423314 -0.080989  -0.16
C: 0.111901 -0.127956 0.001473  0.50
S: -1.598463 -0.001578 -0.359671  -0.17
O: 0.579484 -1.114395 1.002673  -0.21
O: 0.949274 -1.162936 -0.329113  -0.23
H: 0.625318 1.959846 0.971603  0.12
H: -1.719529 -0.976295 -1.205978  0.14

Atoms 1-6, force components in eV/Å:
S 0.9 -1.3 -2.1
C 2.0 -0.7 1.5
S -0.5 1.0 0.6
O -1.4 1.7 1.7
O 0.1 -0.6 -3.4
H -1.2 1.1 2.3

=====

# 2
Molecular formula: C7H8ClN3
Method: DFT, ωB97M-V/def2-TZVPD

Calculated values
**Gap between HOMO and LUMO (alpha / beta)**: 8.552 / 7.595 eV
**2S+1**: 3
**Relative energy (zero: lowest compared OMol25 entry of this formula, charge and spin)**: 0.0000 eV
**DFT total energy**: -895.76364 hartree
**LUMO level (alpha / beta)**: 0.30 / -1.64 eV
**Net charge**: 0

Each line ends with the Löwdin spin population.
Atoms and positions in Å:
C: 0.706716 1.780017 -0.341454  0.01
C: -1.444406 0.722514 0.350294  0.08
C: -0.571766 -1.266455 0.971737  -0.01
C: -0.078706 0.746111 0.169872  0.06
C: -1.754279 -0.535276 0.954743  0.09
C: -3.029651 -1.003077 1.389681  0.02
C: 3.074366 1.073966 -2.480745  0.82
N: 1.342010 2.679198 -0.733297  0.02
N: 0.449755 -0.518648 0.492429  0.10
N: 1.669250 -0.722655 0.173483  0.54
Cl: 2.444459 -2.222396 0.643635  0.07
H: -1.959604 1.666036 0.420802  0.00
H: -0.287091 -2.316270 1.264273  0.00
H: -3.034650 -1.556239 2.337019  0.00
H: -3.673735 -0.063646 1.214738  0.00
H: -3.403182 -1.707035 0.641342  0.01
H: 2.571861 0.718019 -1.605278  0.07
H: 3.238276 2.146476 -2.793023  0.05
H: 3.740372 0.379362 -3.070253  0.05

Atoms 1-6, force components in eV/Å:
C 1.7 2.4 -0.8
C 1.4 0.2 1.4
C -0.2 -2.1 0.8
C -0.9 -0.5 -0.5
C 3.2 -0.4 -0.7
C -2.6 0.8 -0.9

=====

# 3
Molecular formula: C18H18AgN4S4
Method: DFT, ωB97M-V/def2-TZVPD

Calculated values
**Gap between HOMO and LUMO**: 5.307 eV
**2S+1**: 1
**Relative energy (zero: lowest compared OMol25 entry of this formula, charge and spin)**: 0.0000 eV
**DFT total energy**: -2655.55672 hartree
**LUMO level**: 2.63 eV
**Net charge**: -1

Each line ends with the Mulliken charge.
Atoms and positions in Å:
Ag: -0.455686 0.730931 1.225132  0.26
C: -0.670964 -2.172520 -0.212140  -1.67
N: 0.417718 -1.209643 -0.214677  1.18
C: 1.561860 -1.713646 0.540475  -1.31
C: 2.569586 -0.672716 0.946754  0.79
C: 3.931285 -0.966251 0.949836  -0.99
C: 4.814973 -0.043471 1.483740  -0.34
C: 4.316777 1.149174 1.985559  -0.66
C: 2.949086 1.367606 1.914520  -0.39
N: 2.099585 0.482395 1.412218  0.45
C: 0.758187 -0.722267 -1.546864  -1.44
C: 0.339067 0.709074 -1.828964  0.91
C: -0.067725 1.078149 -3.104925  -0.90
C: -0.389552 2.401276 -3.359528  -0.41
C: -0.298602 3.311740 -2.316373  -0.69
C: 0.109476 2.853831 -1.076610  -0.32
N: 0.431232 1.584265 -0.828396  0.11
C: -2.066499 -1.596757 -0.323169  0.94
C: -3.135779 -2.465622 -0.520501  -1.11
C: -4.425363 -1.971883 -0.443432  -0.32
C: -4.609858 -0.620227 -0.185444  -0.69
C: -3.488666 0.177376 -0.050204  -0.45
N: -2.245225 -0.294691 -0.128145  0.50
H: -0.662092 -2.671191 0.760406  0.48
H: -0.528242 -2.947386 -0.984132  0.36
H: 2.063640 -2.545206 0.017580  0.15
H: 1.157665 -2.082472 1.490999  0.40
H: 4.282728 -1.910256 0.551849  0.37
H: 5.877630 -0.252199 1.510646  0.39
H: 4.971909 1.892536 2.419971  0.37
H: 2.504885 2.289693 2.277055  0.40
H: 0.309203 -1.365314 -2.313927  0.35
H: 1.844334 -0.774415 -1.680746  0.47
H: -0.142205 0.334011 -3.889552  0.37
H: -0.710086 2.712050 -4.345775  0.40
H: -0.549954 4.354354 -2.458426  0.40
H: 0.162370 3.520150 -0.221778  0.36
H: -2.956651 -3.518932 -0.700974  0.41
H: -5.274742 -2.631895 -0.568798  0.39
H: -5.601340 -0.201695 -0.080958  0.39
H: -3.564938 1.242030 0.146063  0.38
S: -0.777897 -1.309909 3.106794  -0.43
S: -1.065699 0.157396 4.493221  -0.17
S: -2.394978 1.540132 3.731817  -0.19
S: -1.390465 2.772386 2.419787  -0.53

Atoms 1-6, force components in eV/Å:
Ag -0.2 0.2 1.0
C 0.1 0.1 0.2
N 0.3 -0.3 -0.3
C -0.3 -0.1 0.0
C 0.1 0.1 0.0
C 0.0 0.0 0.0

=====

# 4
Molecular formula: C6H26O7
Method: DFT, ωB97M-V/def2-TZVPD

Calculated values
**Gap between HOMO and LUMO**: 10.078 eV
**2S+1**: 1
**Relative energy (zero: lowest compared OMol25 entry of this formula, charge and spin)**: 1.2513 eV
**SMILES**: CCO.CCO.CCO.O.O.O.O
**DFT total energy**: -770.85621 hartree
**LUMO level**: 0.49 eV
**Net charge**: 0

Each line ends with the Mulliken charge.
Atoms and positions in Å:
C: -9.018776 -9.213367 7.327768  -0.04
C: -9.806423 -10.230098 8.092269  -0.49
O: -11.184817 -10.145796 7.693779  -0.54
H: -9.577510 -8.276725 7.276165  0.37
H: -8.843102 -9.534873 6.300912  -0.09
H: -8.064170 -9.017615 7.817748  -0.11
H: -9.719094 -10.087659 9.180209  0.36
H: -9.432405 -11.249606 7.914536  0.28
H: -11.719655 -10.723451 8.244048  0.27
C: -10.531888 -11.481778 1.408145  -0.83
C: -9.134767 -11.819038 0.905619  -0.29
O: -8.321768 -10.622516 0.913768  -0.49
H: -10.576244 -11.412384 2.496503  0.20
H: -11.260084 -12.216256 1.072038  0.35
H: -10.846329 -10.504646 1.030847  0.23
H: -9.169202 -12.229440 -0.108269  0.40
H: -8.660606 -12.572212 1.545531  0.27
H: -7.499638 -10.826014 0.460031  0.25
C: -5.058245 -8.430771 6.374673  -0.96
C: -5.645000 -7.736639 7.571116  -0.22
O: -6.634931 -6.797842 7.158809  -0.55
H: -4.550436 -7.732562 5.704720  0.29
H: -5.802758 -8.963339 5.781261  0.19
H: -4.323897 -9.166441 6.712650  0.36
H: -4.856082 -7.225611 8.135172  0.36
H: -6.090644 -8.468665 8.259638  0.25
H: -6.864234 -6.248187 7.912643  0.28
O: -7.748277 -7.422211 4.596696  -0.64
H: -7.189758 -6.874298 4.038736  0.27
H: -7.476051 -7.231343 5.509045  0.27
O: -9.828956 -8.009695 0.979609  -0.64
H: -9.359281 -7.512628 0.304240  0.28
H: -9.276994 -8.785462 1.142119  0.34
O: -11.454507 -9.504899 4.794737  -0.68
H: -11.470798 -9.691079 5.742137  0.40
H: -10.520721 -9.616248 4.558361  0.43
O: -8.719320 -9.960790 3.898566  -0.80
H: -8.309633 -9.081154 3.983423  0.38
H: -8.623696 -10.222509 2.976738  0.29

Atoms 1-6, force components in eV/Å:
C 0.0 0.3 -0.3
C -0.4 -0.8 0.6
O 0.3 0.1 0.0
H 0.0 0.0 0.1
H 0.1 0.0 0.1
H -0.1 -0.1 -0.1

=====

# 5
Molecular formula: C4H4N2O2
Method: DFT, ωB97M-V/def2-TZVPD

Calculated values
**Gap between HOMO and LUMO**: 9.642 eV
**2S+1**: 1
**Relative energy (zero: lowest compared OMol25 entry of this formula, charge and spin)**: 2.5495 eV
**SMILES**: Oc1ccnc(O)n1
**DFT total energy**: -414.75249 hartree
**LUMO level**: 0.57 eV
**Net charge**: 0

Each line ends with the Mulliken charge.
Atoms and positions in Å:
O: 0.529133 1.977798 -1.501278  -0.58
C: 0.148950 0.803092 -0.881229  0.74
C: -1.152115 0.146494 -1.097755  -0.32
C: -1.539760 -0.874361 -0.302166  -0.21
N: -0.775073 -1.070226 0.896454  -0.53
C: 0.445836 -0.560959 0.937549  0.49
O: 1.059317 -1.160681 1.894092  -0.46
N: 0.898570 0.392510 0.068116  -0.54
H: 1.331404 2.554562 -1.036789  0.38
H: -1.832881 0.659742 -1.906579  0.24
H: -2.544922 -1.276789 -0.381235  0.36
H: 2.056850 -0.816027 1.491718  0.42

Atoms 1-6, force components in eV/Å:
O 1.4 0.9 0.9
C -1.7 0.9 0.3
C 0.3 3.2 -3.5
C 1.9 1.8 3.6
N -2.3 -0.8 -3.3
C -5.8 -0.2 -3.1

=====

# 6
Molecular formula: C7H15IN
Method: DFT, ωB97M-V/def2-TZVPD

Calculated values
**Gap between HOMO and LUMO (alpha / beta)**: 6.281 / 6.702 eV
**2S+1**: 3
**Relative energy (zero: lowest compared OMol25 entry of this formula, charge and spin)**: 1.6283 eV
**DFT total energy**: -627.68258 hartree
**LUMO level (alpha / beta)**: -2.91 / -7.27 eV
**Net charge**: +1

Each line ends with the Löwdin spin population.
Atoms and positions in Å:
C: 0.826020 0.032768 0.344775  0.08
C: -0.864913 -0.331356 0.229464  0.39
C: 1.281743 1.511235 0.345257  0.01
C: 1.927352 -0.831101 -1.704515  0.02
C: -3.274708 0.289452 0.348046  0.02
C: 1.847142 -0.947608 -0.235116  0.02
C: -1.794806 0.745091 0.100695  0.03
N: -0.001212 -0.492593 1.518451  0.04
I: -1.321480 -2.167666 -0.659427  1.31
H: 0.721941 2.409038 -0.056311  0.00
H: 2.242340 1.482047 -0.208464  0.00
H: 1.614591 1.733398 1.359648  0.00
H: 2.192646 0.069102 -2.238612  0.00
H: 1.086826 -1.224938 -2.302325  0.02
H: 2.772080 -1.464755 -2.063632  0.00
H: -3.833844 1.146794 0.628077  0.00
H: -3.294737 -0.517796 1.159211  0.01
H: -3.634115 -0.135502 -0.590597  0.01
H: 2.852523 -0.640533 0.108838  0.00
H: 1.715147 -1.944217 0.063181  0.01
H: -1.342185 1.523509 0.653535  0.01
H: -1.803807 1.013995 -0.984196  0.00
H: 0.233655 -1.408466 1.815885  0.01
H: -0.148199 0.150102 2.368131  0.01

Atoms 1-6, force components in eV/Å:
C -3.2 -0.2 -0.2
C 5.9 1.9 2.3
C 1.0 -0.2 -0.1
C 0.8 -1.8 -3.1
C 1.6 -1.1 1.0
C 0.5 2.6 0.6

=====

# 7
Molecular formula: C19H14BrN3O4Pd
Method: DFT, ωB97M-V/def2-TZVPD

Calculated values
**Gap between HOMO and LUMO (alpha / beta)**: 7.682 / 4.877 eV
**2S+1**: 5
**Relative energy (zero: lowest compared OMol25 entry of this formula, charge and spin)**: 0.0692 eV
**DFT total energy**: -3897.88800 hartree
**LUMO level (alpha / beta)**: -13.35 / -16.96 eV
**Net charge**: +4

Each line ends with the Löwdin spin population.
Atoms and positions in Å:
Pd: 0.234374 0.059576 -0.060185  1.77
O: 2.576343 0.985559 -3.446560  0.01
C: 2.077095 0.784270 -2.289265  0.02
O: 0.943163 0.300245 -2.076654  0.22
C: 2.924118 1.147304 -1.119228  0.01
C: 4.215973 1.649966 -1.142246  0.00
C: 4.838548 1.880672 0.082899  0.00
C: 4.166746 1.593518 1.272143  0.00
C: 2.876536 1.093731 1.190219  0.01
N: 2.283554 0.891285 0.015722  0.12
C: 1.964128 0.672804 2.297712  0.02
O: 2.225874 0.738144 3.543875  0.01
O: 0.848566 0.205367 1.963678  0.27
H: 2.006439 0.732900 -4.202792  0.00
H: 4.720928 1.848742 -2.080116  0.00
H: 5.847856 2.273728 0.113819  0.00
H: 4.663234 1.759949 2.221046  0.00
H: 3.094098 1.095529 3.806425  0.00
Br: -1.967694 -7.082220 -0.014807  0.44
C: -1.862281 -5.278005 0.004232  0.14
C: -2.974224 -4.515219 0.450743  0.10
C: -2.897035 -3.146677 0.455487  -0.01
C: -1.721554 -2.506903 0.015719  0.16
C: -0.613268 -3.263731 -0.401493  0.00
C: -0.668684 -4.632924 -0.420078  0.10
N: -1.601156 -1.084467 -0.015915  0.12
C: -2.651761 -0.321465 -0.000490  0.07
C: -2.519012 1.113626 -0.014224  0.01
C: -3.613973 1.957320 0.000810  0.05
C: -3.404788 3.343585 -0.011893  -0.01
C: -2.112733 3.820700 -0.041543  0.03
C: -1.044919 2.910910 -0.058378  0.05
N: -1.253387 1.604308 -0.044990  0.23
H: -3.870916 -5.018152 0.790999  0.00
H: -3.748095 -2.597047 0.832040  0.00
H: 0.287888 -2.771444 -0.748777  0.00
H: 0.172339 -5.224854 -0.756883  0.00
H: -3.656963 -0.732779 0.001382  0.00
H: -4.616739 1.547604 0.022501  0.00
H: -4.248022 4.023287 0.000979  0.00
H: -1.900784 4.882176 -0.052685  0.00
H: -0.019814 3.259088 -0.083248  0.00

Atoms 1-6, force components in eV/Å:
Pd 0.0 -0.2 0.0
O 0.0 0.0 0.0
C 0.0 0.0 0.0
O 0.0 0.0 0.0
C 0.0 0.0 0.0
C 0.0 0.0 0.0

=====

# 8
Molecular formula: C2H3N3OS2
Method: DFT, ωB97M-V/def2-TZVPD

Calculated values
**Gap between HOMO and LUMO**: 8.912 eV
**2S+1**: 1
**Relative energy (zero: lowest compared OMol25 entry of this formula, charge and spin)**: 0.1514 eV
**SMILES**: O=C1NNC(=S)NS1
**DFT total energy**: -1113.87195 hartree
**LUMO level**: 0.18 eV
**Net charge**: 0

Each line ends with the Mulliken charge.
Atoms and positions in Å:
O: -2.993849 -0.589824 -0.181590  -0.51
C: -1.820792 -0.363650 -0.075886  0.49
N: -0.808206 -1.299914 -0.212608  -0.22
N: 0.420031 -1.086334 0.442547  -0.27
C: 1.195189 -0.040499 0.010555  0.33
S: 2.841228 -0.078009 -0.046083  -0.37
N: 0.429876 1.019567 -0.368850  -0.24
S: -1.170961 1.271329 0.247524  -0.04
H: -1.127913 -2.253749 -0.205233  0.27
H: 0.934046 -1.930591 0.576117  0.29
H: 0.882092 1.801472 -0.776850  0.27

Atoms 1-6, force components in eV/Å:
O 0.1 0.0 0.0
C 0.4 -0.2 0.0
N -0.7 0.5 -0.2
N 0.1 0.4 0.1
C -0.1 0.3 -0.2
S -0.1 0.0 0.0

=====

Look up the 2S+1 of the eighth one. 1